Here is a structure of composition C3H9O3Sn in a non-equilibrium geometry from OMol25. Energies are from ωB97M-V/def2-TZVPD.

## Properties
orbital gap (spin up / spin down)	5.9 / 9.5	eV
net charge	0
electronic energy	-15226.4269	eV
molecular weight	211.8	Da
2S+1	2

Each line ends with the Mulliken charge.
Atoms and positions in Å:
Sn -0.758 -0.100 -2.051  0.1497
O 0.760 -1.019 -1.450  -0.6508
H 0.672 -2.220 -0.915  0.4539
C -1.829 1.669 0.261  -0.6728
O -0.752 0.940 -0.305  -0.2574
C 0.187 0.438 0.644  -0.3162
C 1.295 -0.295 -0.092  -0.5261
H -2.518 1.931 -0.549  0.2540
H -2.357 1.058 1.008  0.3376
H -1.437 2.585 0.725  0.2808
H -0.353 -0.243 1.322  0.3486
H 0.595 1.288 1.214  0.3506
H 2.031 -0.636 0.656  0.3323
H 1.916 0.481 -0.584  0.4591
O 0.854 -2.713 0.109  -0.8054
H 1.695 -3.165 0.008  0.2620

Here is a structure of composition C37H24F15GeN3O7OsPS3 in a non-equilibrium geometry from OMol25. Energies are from ωB97M-V/def2-TZVPD.

## Properties
orbital gap (spin up / spin down)	7.4 / 6.0	eV
net charge	+1
electronic energy	-199095.3059	eV
molecular weight	1297.6	Da
energy relative to the best compared isomer or geometry (same formula, charge and spin)	21.63	kcal/mol
2S+1	5

Each line ends with the Mulliken charge.
Atoms and positions in Å:
Os 1.014 1.186 -0.188  2.8001
C -0.830 1.174 3.127  -0.2157
C 0.638 1.331 3.044  -0.6617
N 1.320 1.463 1.911  -0.0683
C 2.647 1.619 2.243  -0.0428
C 2.759 1.570 3.610  0.3631
N 1.483 1.396 4.082  -0.0536
C 3.895 1.604 4.595  0.4975
O 5.101 1.692 4.120  -0.5269
O 3.610 1.527 5.764  -0.6088
C 3.703 1.823 1.175  0.6184
O 4.873 1.879 1.529  -0.9137
O 3.245 1.940 0.010  -0.6685
H -1.211 0.889 2.144  -0.5967
H -1.289 2.116 3.432  0.3368
H -1.103 0.416 3.858  0.4752
H 1.290 1.334 5.075  0.2911
H 5.167 1.755 3.112  0.4651
S 1.303 1.521 -2.479  -0.4644
C 1.311 3.171 -2.015  0.5900
N 1.025 3.424 -0.755  -0.1808
C 1.066 4.752 -0.460  -0.8655
C 0.828 5.338 0.784  -0.4148
C 0.917 6.709 0.896  -0.7886
C 1.231 7.504 -0.212  -0.5584
C 1.465 6.944 -1.453  -0.6226
C 1.382 5.563 -1.576  1.0673
S 1.632 4.574 -2.989  -0.1613
H 0.597 4.709 1.630  0.5014
H 0.753 7.184 1.852  0.4324
H 1.298 8.573 -0.093  0.4078
H 1.717 7.556 -2.306  0.4372
F 0.980 -5.901 -0.939  -0.3666
C 2.255 -5.535 -1.171  0.3290
C 2.559 -4.203 -0.952  0.1146
C 3.861 -3.792 -1.183  -0.0942
F 4.174 -2.513 -0.991  -0.2124
C 4.840 -4.691 -1.608  -0.0459
F 6.087 -4.284 -1.815  -0.2810
C 4.505 -6.030 -1.811  0.6101
F 5.425 -6.893 -2.214  -0.2739
C 3.194 -6.462 -1.596  0.0701
F 2.861 -7.732 -1.796  -0.2788
Ge 1.024 -3.092 -0.337  0.7918
S 1.705 -0.994 -0.032  -0.3474
C 0.394 -3.651 1.476  -0.2559
C 0.976 -4.642 2.246  0.6053
F 2.031 -5.295 1.753  -0.2564
C 0.499 -4.954 3.519  0.0912
F 1.080 -5.907 4.234  -0.2764
C -0.577 -4.238 4.046  0.5096
F -1.018 -4.504 5.267  -0.2821
C -1.163 -3.218 3.293  -0.4455
F -2.161 -2.485 3.796  -0.3353
C -0.667 -2.953 2.025  0.0113
F -1.206 -1.970 1.277  0.4673
C -0.406 -3.469 -1.685  -0.3165
C -0.113 -3.129 -2.994  0.5796
F 1.041 -2.467 -3.197  -0.4137
C -0.961 -3.439 -4.047  0.1579
F -0.670 -3.080 -5.294  -0.3039
C -2.141 -4.130 -3.771  0.5987
F -2.968 -4.442 -4.756  -0.2946
C -2.460 -4.482 -2.459  0.1869
F -3.593 -5.122 -2.198  -0.3074
C -1.581 -4.151 -1.431  0.6617
F -1.869 -4.489 -0.172  -0.2975
C -4.245 1.682 1.564  -0.9378
C -3.611 2.866 0.856  -0.2180
O -3.043 2.510 -0.399  -0.1060
P -1.548 1.961 -0.714  -0.1752
O -1.607 0.350 -0.778  -0.3110
C -2.417 -0.429 -1.677  0.7081
C -3.856 -0.542 -1.214  -1.2763
O -1.563 2.283 -2.288  -0.0339
C -1.928 3.515 -2.924  -0.2127
C -3.370 3.483 -3.404  -1.3621
H -4.755 2.028 2.459  0.4488
H -3.499 0.941 1.837  0.0488
H -4.975 1.207 0.915  0.3188
H -2.856 3.341 1.490  0.2058
H -4.377 3.606 0.608  0.3625
H -1.929 -1.408 -1.687  -0.5596
H -2.369 0.015 -2.674  0.4261
H -3.897 -0.883 -0.184  0.2149
H -4.390 -1.252 -1.842  0.5283
H -4.348 0.422 -1.290  0.2706
H -1.250 3.606 -3.780  0.3232
H -1.774 4.363 -2.248  0.3460
H -3.556 2.582 -3.982  0.3004
H -3.559 4.351 -4.034  0.4702
H -4.056 3.507 -2.562  0.2498

Here is a cluster of 13 separate species, H25O13 in total in a non-equilibrium geometry from OMol25. Energies are from ωB97M-V/def2-TZVPD.

## Properties
orbital gap (spin up / spin down)	9.7 / 5.0	eV
net charge	0
electronic energy	-27018.3515	eV
molecular weight	233.2	Da
energy relative to the best compared isomer or geometry (same formula, charge and spin)	38.10	kcal/mol
2S+1	2

Each line ends with the Mulliken charge.
Atoms and positions in Å:
O 1.872 -1.403 -0.664  -0.5852
H 2.853 -0.970 3.383  0.2838
H 0.370 -2.736 1.306  0.3112
O -3.413 -1.531 1.118  -0.6582
H -4.303 -1.611 0.828  0.3034
H 3.337 -0.273 2.061  0.3862
O 1.772 0.914 -1.977  -0.5905
H 2.035 1.654 -2.513  0.2437
O 3.591 0.189 0.105  -0.7175
H 3.562 -0.734 -0.322  0.3998
H 2.891 0.586 -0.397  0.3498
O -3.247 2.296 1.054  -0.5434
H 1.338 -0.659 -0.269  0.2875
H -2.658 2.943 1.455  0.2912
O -1.176 2.467 2.611  -0.5999
H -0.769 1.610 2.530  0.2906
H -1.196 2.969 1.802  0.2803
O 2.591 -0.373 2.678  -0.6759
H -2.165 -2.452 -1.658  0.3127
H 1.103 -1.540 -3.377  0.2370
O -0.184 -2.876 2.057  -0.5929
H -3.230 2.366 0.107  0.2884
H 2.458 1.185 3.454  0.4588
O 0.624 -1.265 -4.157  -0.6200
H -3.163 -0.615 1.298  0.3397
H -2.087 -0.120 -2.986  0.3793
O -0.565 1.188 -1.218  -0.6855
H 0.849 1.096 -1.598  0.4547
H -0.868 2.058 -1.506  0.3416
O 1.998 2.110 3.375  -0.6481
H 1.669 1.940 2.433  0.2385
H -0.286 -0.952 -3.917  0.3853
O -1.309 0.286 -3.344  -0.6267
H -2.698 -1.289 -0.848  0.3171
H 0.322 -3.372 2.696  0.2836
O -2.906 -1.876 -1.583  -0.6294
H -0.648 0.515 -2.467  0.4882
H 1.635 -1.724 -1.553  0.2207

Here is the molecule C3H5N3S in a non-equilibrium geometry from OMol25. Energies are from ωB97M-V/def2-TZVPD.

## Properties
orbital gap	9.0	eV
net charge	0
electronic energy	-18491.7140	eV
molecular weight	115.2	Da
energy relative to the best compared isomer or geometry (same formula, charge and spin)	142.60	kcal/mol
SMILES	N=S1(=N)C=CN=C1
2S+1	1

Each line ends with the Mulliken charge.
Atoms and positions in Å:
N 1.347 0.960 0.985  -0.6554
S 0.312 -0.086 0.786  0.6547
N -0.275 -0.571 2.104  -0.6506
C -0.519 0.884 -0.543  -0.2502
C -0.206 0.347 -1.742  -0.2718
N 0.528 -0.898 -1.767  -0.4276
C 0.796 -1.299 -0.596  -0.0042
H 1.885 0.738 1.790  0.2601
H -0.957 -1.405 2.261  0.2413
H -1.110 1.828 -0.603  0.3379
H -0.483 0.761 -2.630  0.4777
H 1.280 -2.474 -0.428  0.2880